Record 1
An isolated ion of composition C4H6ClN3O and charge +2, computed with ωB97M-V/def2-TZVPD.

Last column: Mulliken charge in e.
Cartesian coordinates (Å):
C  0.603  -1.307  0.791  0.140
C  -1.634  -0.913  -0.337  0.469
C  0.853  0.838  -0.218  -0.057
C  -1.626  0.576  -0.554  -0.128
N  -0.650  -1.548  0.508  -0.098
N  1.333  -0.244  0.458  -0.030
N  1.535  1.879  -0.481  -0.161
O  -2.483  -1.579  -0.815  -0.282
Cl  -2.386  1.542  0.549  0.142
H  1.129  -2.077  1.364  0.389
H  -1.624  0.894  -1.599  0.441
H  -1.010  -2.462  0.813  0.318
H  2.326  -0.271  0.735  0.307
H  1.120  2.649  -1.004  0.295
H  2.516  2.022  -0.210  0.255

Results
- SMILES: [NH2+]=C=[NH+]/C=[NH+]\C([O-])=C/Cl
- HOMO (spin up / spin down): -19.1845 / -19.1841 eV
- Charge: +2

Record 2
A 2-piece molecular cluster, C4H9NO overall, computed with ωB97M-V/def2-TZVPD.

Last column: Mulliken charge in e.
Cartesian coordinates (Å):
C  -1.327  0.704  1.694  -0.529
O  -0.783  0.142  0.643  -0.239
C  0.324  -0.526  0.573  -0.553
C  0.791  -0.968  -0.752  0.180
C  -0.123  -1.000  -1.923  -0.441
N  0.954  -0.018  -1.865  -0.619
H  -2.298  1.139  1.509  0.227
H  0.601  1.883  1.652  -0.001
H  -0.977  0.409  2.677  0.323
H  0.798  -0.834  1.501  0.496
H  1.197  1.528  1.338  0.029
H  1.588  -1.707  -0.697  0.368
H  -1.147  -0.666  -1.761  0.206
H  -0.007  -1.772  -2.680  0.249
H  0.586  0.887  -1.580  0.303

Results
- HOMO (spin up / spin down): -7.5351 / -7.2534 eV

Record 3
A 5-piece molecular cluster, C11H31INO5 overall, computed with ωB97M-V/def2-TZVPD.

Last column: Mulliken charge in e.
Cartesian coordinates (Å):
I  -0.512  -0.819  -1.461  -0.522
C  1.262  -3.638  -4.451  -0.536
O  1.300  -2.216  -4.336  -0.425
H  1.934  -3.723  -5.305  0.199
H  1.754  -3.991  -3.544  0.246
H  0.235  -3.944  -4.652  0.230
H  0.807  -2.048  -3.529  0.139
C  -1.447  0.594  -4.987  -0.554
O  -2.537  0.667  -4.071  -0.491
H  -1.877  0.836  -5.959  0.268
H  -0.644  1.315  -4.833  0.246
H  -0.996  -0.391  -5.106  0.237
H  -2.368  0.121  -3.300  0.181
C  3.016  0.306  5.026  -0.784
O  1.973  0.595  4.071  -0.274
C  2.496  1.166  2.839  -0.782
C  1.480  1.033  1.688  -0.511
N  0.756  -0.237  1.833  -0.215
C  1.699  -1.369  1.642  -0.307
C  1.016  -2.637  2.101  -0.738
O  0.454  -2.514  3.434  -0.231
C  -0.287  -3.649  3.857  -0.769
H  3.658  -0.559  4.865  0.280
H  2.553  0.077  5.986  0.246
H  3.670  1.169  5.145  0.359
H  3.487  0.810  2.556  0.409
H  2.615  2.238  2.997  0.475
H  1.967  1.270  0.743  0.361
H  0.730  1.818  1.789  0.358
H  0.361  -0.228  0.903  -0.245
H  2.557  -1.221  2.298  0.291
H  2.028  -1.443  0.606  0.437
H  1.628  -3.538  2.056  0.406
H  0.163  -2.802  1.443  0.334
H  -0.465  -3.489  4.921  0.205
H  0.309  -4.547  3.696  0.295
H  -1.229  -3.648  3.308  0.297
C  -3.911  2.468  -1.100  -1.295
C  -2.467  3.020  -1.293  1.004
C  -2.323  4.542  -1.393  -1.416
O  -1.609  2.544  -0.308  -0.494
H  -4.464  2.542  -2.036  0.341
H  -4.530  3.085  -0.447  0.372
H  -4.068  1.484  -0.658  0.313
H  -2.076  2.617  -2.226  -0.015
H  -2.824  4.886  -0.488  0.326
H  -2.829  4.889  -2.294  0.337
H  -1.263  4.793  -1.347  0.326
H  -1.184  1.765  -0.675  0.085

Results
- HOMO: -4.9156 eV
- Charge: -1

Record 4
C29H27As2IrNSSe4 as an isolated structure, computed with ωB97M-V/def2-TZVPD.

Last column: Mulliken charge in e.
Cartesian coordinates (Å):
Ir  -0.359  -0.511  -1.568  2.539
C  -0.213  -0.059  1.948  -1.043
C  -1.088  1.084  1.474  -1.503
As  -0.675  1.575  -0.368  0.415
C  -2.105  2.803  -0.774  0.402
C  -3.417  2.406  -0.523  -0.110
C  -4.465  3.270  -0.797  -0.783
C  -4.206  4.526  -1.330  -0.497
C  -2.901  4.920  -1.583  -0.709
C  -1.847  4.061  -1.303  -0.534
C  0.913  2.661  -0.324  -0.055
C  1.455  3.149  0.859  0.051
C  2.641  3.870  0.829  -0.769
C  3.278  4.114  -0.380  -0.579
C  2.731  3.637  -1.564  -0.796
C  1.556  2.902  -1.536  -0.495
As  -0.140  -1.491  0.605  0.584
C  -1.617  -2.640  1.036  0.636
C  -2.784  -2.574  0.282  -0.149
C  -3.866  -3.369  0.629  -0.791
C  -3.778  -4.227  1.716  -0.506
C  -2.608  -4.298  2.459  -0.727
C  -1.522  -3.505  2.121  -0.592
C  1.464  -2.443  1.104  0.763
C  1.951  -2.333  2.405  -0.213
C  3.103  -3.012  2.775  -0.772
C  3.772  -3.800  1.850  -0.529
C  3.286  -3.913  0.555  -0.823
C  2.136  -3.236  0.179  -0.302
H  -0.595  -0.501  2.869  0.735
H  0.812  0.272  2.131  0.504
H  -1.014  1.962  2.116  0.729
H  -2.139  0.789  1.457  0.486
H  -3.631  1.420  -0.126  0.252
H  -5.483  2.961  -0.602  0.420
H  -5.025  5.198  -1.549  0.390
H  -2.699  5.899  -1.995  0.409
H  -0.830  4.381  -1.493  0.333
H  0.962  2.981  1.809  0.348
H  3.063  4.250  1.750  0.439
H  4.199  4.681  -0.398  0.430
H  3.221  3.834  -2.509  0.453
H  1.139  2.514  -2.460  0.465
H  -2.837  -1.927  -0.585  0.037
H  -4.773  -3.327  0.040  0.442
H  -4.622  -4.852  1.980  0.388
H  -2.534  -4.977  3.297  0.421
H  -0.605  -3.581  2.694  0.367
H  1.440  -1.726  3.142  0.402
H  3.475  -2.927  3.788  0.428
H  4.670  -4.330  2.140  0.420
H  3.801  -4.533  -0.168  0.454
H  1.772  -3.326  -0.837  -0.004
Se  -0.224  -2.826  -2.520  -0.238
Se  -0.749  -2.422  -4.743  -0.194
Se  -2.882  -1.594  -4.334  -0.172
Se  -2.261  0.084  -2.785  -0.193
S  4.025  -0.443  -2.749  -0.118
C  3.938  0.007  -1.102  -0.239
C  2.654  -0.014  -0.685  -0.840
N  1.749  -0.395  -1.651  0.505
C  2.347  -0.649  -2.793  -0.238
H  4.814  0.260  -0.528  0.434
H  2.316  0.242  0.305  0.279
H  1.810  -0.952  -3.677  0.154

Results
- HOMO (spin up / spin down): -10.0593 / -10.0592 eV
- Charge: +1

Record 5
A 2-piece molecular cluster, C2H2O2 overall, computed with ωB97M-V/def2-TZVPD.

Last column: Mulliken charge in e.
Cartesian coordinates (Å):
C  1.136  -0.307  0.186  -0.146
C  -2.165  0.101  0.012  0.142
O  0.032  -0.449  -0.192  -0.317
O  -2.214  0.921  -0.758  -0.148
H  1.195  0.660  0.782  0.203
H  2.016  -0.927  -0.030  0.266

Results
- HOMO: -10.3469 eV

Record 6
C19H24N2O9RuSSi as an isolated structure, computed with ωB97M-V/def2-TZVPD.

Last column: Löwdin spin population.
Cartesian coordinates (Å):
Ru  0.473  0.412  -0.488  0.932
O  2.354  -0.175  0.019  0.001
C  2.650  -0.867  1.000  -0.026
C  1.770  -1.411  1.999  -0.003
C  2.366  -2.208  2.979  -0.004
C  1.622  -2.787  3.977  0.000
C  0.227  -2.579  4.046  -0.009
C  -0.380  -1.804  3.112  0.002
C  0.346  -1.180  2.036  -0.009
O  -0.291  -0.481  1.200  0.003
N  2.272  -3.610  4.965  0.000
O  3.483  -3.772  4.894  0.000
O  1.583  -4.108  5.846  0.001
H  3.713  -1.112  1.132  -0.002
H  3.435  -2.379  2.955  0.000
H  -0.334  -3.044  4.844  -0.001
H  -1.447  -1.626  3.140  0.000
O  -1.059  2.941  -3.156  0.000
S  -0.575  1.612  -2.900  0.005
O  0.809  1.565  -2.401  0.001
O  -1.365  1.113  -1.535  0.002
O  -0.882  0.625  -3.904  0.001
C  1.560  4.701  -1.804  0.000
N  1.868  3.875  -0.651  0.002
C  3.117  3.139  -0.728  0.001
C  0.907  3.409  0.192  0.013
C  -0.476  4.011  0.083  0.001
O  1.151  2.548  1.033  0.029
H  2.451  5.272  -2.068  0.000
H  0.765  5.406  -1.576  0.000
H  1.254  4.098  -2.661  0.000
H  3.929  3.834  -0.952  0.000
H  3.066  2.375  -1.508  0.000
H  3.301  2.649  0.223  0.000
H  -0.453  5.081  0.300  0.000
H  -1.104  3.506  0.812  0.000
H  -0.889  3.869  -0.916  0.000
C  -3.739  0.025  -2.815  0.000
Si  -2.550  -0.100  -1.390  0.004
C  -3.371  0.301  0.227  0.000
C  -1.675  -1.749  -1.286  0.017
C  -1.969  -2.635  -0.247  0.002
C  -1.251  -3.809  -0.074  0.007
C  -0.214  -4.119  -0.943  -0.001
C  0.090  -3.257  -1.987  0.012
C  -0.634  -2.084  -2.162  0.016
H  -4.590  -0.640  -2.644  0.000
H  -3.254  -0.253  -3.749  0.000
H  -4.114  1.046  -2.915  0.000
H  -4.183  -0.395  0.452  0.000
H  -3.791  1.309  0.191  0.000
H  -2.628  0.253  1.025  0.000
H  -2.746  -2.389  0.468  0.000
H  -1.483  -4.469  0.753  0.001
H  0.362  -5.025  -0.799  0.000
H  0.905  -3.488  -2.663  0.000
H  -0.381  -1.418  -2.977  0.002

Results
- HOMO (spin up / spin down): -4.0136 / -3.5081 eV
- Charge: -1
- Expectation value of S²: 0.7650
- 2S+1: 2

Record 7
C13H14N5OSSbSe4Tc as an isolated structure, computed with ωB97M-V/def2-TZVPD.

Last column: Löwdin spin population.
Cartesian coordinates (Å):
Tc  -0.512  1.078  -0.983  1.152
C  3.158  -0.084  1.021  0.005
C  1.931  0.118  0.213  0.034
N  1.035  0.964  0.455  -0.011
N  1.033  1.730  1.591  -0.001
C  -0.042  2.484  1.714  0.001
N  -0.055  3.346  2.757  -0.003
S  -1.603  2.295  0.769  0.088
C  1.738  -0.682  -1.083  0.004
C  2.579  -1.718  -1.364  0.002
C  2.573  -2.349  -2.585  0.005
C  1.595  -1.871  -3.489  0.003
C  0.684  -0.902  -3.137  0.003
N  0.774  -0.342  -1.921  -0.003
H  3.279  -1.015  1.503  0.002
H  3.188  0.607  1.855  0.000
H  4.073  0.087  0.434  0.002
H  0.654  3.456  3.435  0.000
H  -0.814  4.107  2.825  0.000
H  3.366  -1.994  -0.627  0.000
H  3.187  -3.156  -2.961  0.000
H  1.569  -2.266  -4.441  0.000
H  -0.180  -0.519  -3.655  0.000
Se  -0.232  2.792  -4.424  0.001
Sb  -2.762  2.316  -4.539  -0.026
Se  -2.816  0.866  -2.603  -0.011
Se  0.040  2.938  -2.140  -0.305
Se  -3.369  3.327  -2.258  -0.018
O  -1.067  -0.690  -0.361  0.057
N  -1.598  -0.908  0.858  0.012
C  -0.704  -1.502  1.705  0.003
C  -1.153  -1.968  2.877  0.002
C  -2.526  -1.771  3.178  -0.001
C  -3.333  -0.964  2.391  0.001
C  -2.881  -0.552  1.149  0.001
H  0.301  -1.601  1.328  0.001
H  -0.446  -2.547  3.467  0.000
H  -2.875  -2.201  4.125  0.000
H  -4.424  -0.924  2.535  0.000
H  -3.367  0.014  0.388  0.001

Results
- HOMO (spin up / spin down): -14.1431 / -14.3359 eV
- Charge: +2
- Expectation value of S²: 1.0285
- 2S+1: 2

Record 8
C4H9NO in the gas phase, computed with ωB97M-V/def2-TZVPD.

Last column: Mulliken charge in e.
Cartesian coordinates (Å):
C  -0.600  -1.259  0.748  -1.411
C  -0.260  0.178  0.395  0.927
C  -1.395  1.164  0.504  -1.372
C  0.907  0.366  -0.474  0.080
O  0.948  0.874  0.837  -0.556
N  1.834  -0.719  -0.644  -0.623
H  -1.442  -1.338  1.444  0.372
H  0.251  -1.828  1.123  0.366
H  -0.904  -1.741  -0.193  0.301
H  0.831  1.046  -1.326  0.398
H  -1.178  2.079  -0.054  0.378
H  -2.367  0.759  0.208  0.352
H  -1.447  1.433  1.568  0.294
H  2.444  -0.567  -1.436  0.250
H  2.412  -0.720  0.195  0.243

Results
- SMILES: CC1(C)O[C@H]1N
- HOMO: -9.2071 eV

Number 1: M 147.6 g mol⁻¹. Number 2: M 87.1 g mol⁻¹. Number 3: M 384.3 g mol⁻¹. Number 4: M 1079.5 g mol⁻¹. Number 5: M 58.0 g mol⁻¹. Number 6: M 585.6 g mol⁻¹. Number 7: M 824.0 g mol⁻¹. Number 8: M 87.1 g mol⁻¹.